{"formula": "C46H40AsHgN8O2S2Te", "method": "the ωB97M-V functional and the def2-TZVPD basis", "lumo_ev": 2.12, "charge": -1, "orbital_gap_ev": 5.25, "species": ["Hg", "N", "C", "N", "C", "N", "N", "C", "C", "C", "C", "C", "C", "N", "C", "C", "C", "C", "C", "C", "H", "H", "H", "H", "H", "H", "H", "H", "H", "H", "H", "C", "Te", "C", "C", "C", "C", "C", "C", "C", "H", "H", "H", "H", "H", "H", "H", "H", "S", "C", "C", "C", "C", "N", "N", "C", "N", "S", "H", "H", "H", "H", "H", "H", "H", "C", "C", "C", "C", "C", "C", "As", "C", "C", "C", "C", "C", "C", "C", "C", "C", "C", "C", "C", "H", "H", "H", "H", "H", "H", "H", "H", "H", "H", "H", "H", "H", "O", "C", "O", "H"], "positions_angstrom": [[11.497, 13.717, 13.897], [10.968, 8.802, 15.199], [11.457, 10.082, 15.211], [10.768, 11.093, 15.675], [9.564, 10.970, 16.248], [8.795, 11.943, 16.650], [9.402, 13.096, 16.357], [8.664, 14.108, 16.173], [9.284, 15.425, 16.308], [8.555, 16.635, 16.522], [9.256, 17.840, 16.343], [10.623, 17.865, 16.027], [11.242, 16.597, 15.913], [10.636, 15.461, 16.122], [9.013, 9.624, 16.375], [7.935, 9.384, 17.316], [7.577, 8.061, 17.613], [8.257, 6.974, 16.931], [9.279, 7.284, 16.085], [9.744, 8.577, 15.858], [11.484, 8.040, 14.793], [12.416, 10.318, 14.718], [7.575, 14.111, 16.129], [7.505, 16.649, 16.763], [8.759, 18.784, 16.441], [11.178, 18.698, 15.753], [12.308, 16.473, 15.814], [7.544, 10.249, 17.844], [6.769, 7.859, 18.323], [7.990, 5.899, 17.183], [9.780, 6.543, 15.507], [10.144, 15.724, 10.620], [10.193, 13.678, 11.252], [12.084, 13.671, 10.277], [12.334, 15.013, 9.670], [13.368, 15.290, 8.787], [13.620, 16.559, 8.373], [12.758, 17.610, 8.725], [11.577, 17.289, 9.332], [11.394, 16.058, 9.939], [10.058, 16.293, 11.563], [9.262, 15.891, 10.050], [12.096, 12.950, 9.462], [12.863, 13.310, 11.009], [14.109, 14.465, 8.702], [14.557, 16.805, 7.849], [13.053, 18.654, 8.634], [10.772, 17.992, 9.279], [16.784, 10.579, 12.956], [15.229, 11.007, 12.858], [7.121, 8.423, 10.410], [7.716, 9.712, 11.041], [9.181, 9.735, 11.215], [9.754, 10.834, 11.573], [11.081, 10.803, 11.649], [11.534, 9.469, 11.628], [12.641, 9.122, 12.171], [10.312, 8.418, 10.945], [6.019, 8.396, 10.535], [7.590, 7.573, 10.944], [7.260, 8.278, 9.377], [7.174, 10.045, 11.990], [7.439, 10.638, 10.473], [14.397, 10.340, 12.511], [12.774, 8.095, 12.124], [18.077, 11.028, 18.699], [16.868, 10.910, 19.411], [15.698, 11.465, 18.889], [15.768, 12.358, 17.843], [16.995, 12.544, 17.204], [18.166, 11.897, 17.646], [14.222, 13.410, 17.294], [13.331, 13.385, 19.124], [12.470, 12.445, 19.625], [11.904, 12.612, 20.910], [12.176, 13.695, 21.662], [12.936, 14.702, 21.110], [13.554, 14.566, 19.858], [14.504, 15.482, 19.266], [14.809, 16.782, 19.755], [15.731, 17.546, 19.066], [16.098, 17.197, 17.779], [15.669, 15.971, 17.205], [14.903, 15.097, 17.947], [18.943, 10.413, 19.031], [16.816, 10.295, 20.358], [14.703, 11.234, 19.391], [17.077, 13.253, 16.366], [19.019, 12.210, 17.077], [12.183, 11.645, 18.933], [11.127, 11.930, 21.213], [11.760, 13.804, 22.661], [13.112, 15.631, 21.741], [14.412, 17.086, 20.709], [16.153, 18.471, 19.537], [16.667, 17.877, 17.172], [16.014, 15.773, 16.191], [14.708, 12.231, 13.112], [15.626, 13.076, 13.672], [15.502, 13.477, 14.782], [16.403, 13.316, 12.911]]}

{"formula": "C46H40BF3N2O3S", "method": "the ωB97M-V functional and the def2-TZVPD basis", "lumo_ev": -2.69, "charge": 0, "orbital_gap_ev": 3.93, "species": ["C", "N", "C", "O", "C", "C", "C", "C", "C", "C", "C", "C", "N", "C", "C", "C", "C", "C", "C", "C", "C", "C", "C", "C", "C", "C", "C", "C", "C", "C", "C", "H", "H", "H", "H", "H", "H", "H", "H", "H", "H", "H", "H", "H", "H", "H", "H", "H", "H", "H", "H", "H", "H", "H", "H", "H", "H", "H", "C", "C", "C", "C", "C", "B", "C", "C", "C", "C", "C", "F", "F", "F", "C", "C", "O", "C", "C", "C", "C", "C", "C", "O", "S", "H", "H", "H", "H", "H", "H", "H", "H", "H", "H", "H", "H", "H"], "positions_angstrom": [[1.438, -5.636, 4.713], [0.996, -4.624, 3.779], [-0.324, -4.256, 3.717], [-1.234, -4.773, 4.357], [-0.422, -3.092, 2.745], [-0.801, -1.811, 3.465], [0.137, -1.559, 4.629], [-0.176, -2.086, 5.889], [0.640, -1.822, 6.989], [1.835, -1.115, 6.814], [2.173, -0.612, 5.553], [1.297, -0.789, 4.477], [0.925, -3.039, 2.165], [1.290, -1.994, 1.377], [2.617, -1.626, 1.211], [3.215, -0.663, 0.384], [4.580, -0.907, -0.027], [5.093, -0.626, -1.327], [6.300, -1.201, -1.750], [7.056, -2.014, -0.892], [6.625, -2.197, 0.430], [5.447, -1.601, 0.860], [1.891, -3.932, 2.855], [2.647, -4.870, 1.967], [2.057, -5.858, 1.265], [2.765, -6.900, 0.528], [2.038, -7.818, -0.270], [2.673, -8.883, -0.906], [4.064, -9.049, -0.784], [4.807, -8.119, -0.040], [4.171, -7.050, 0.602], [0.570, -5.996, 5.275], [1.919, -6.463, 4.179], [2.155, -5.209, 5.425], [-1.147, -3.381, 1.970], [-0.787, -0.982, 2.751], [-1.831, -1.934, 3.832], [-1.076, -2.701, 5.993], [0.337, -2.180, 7.977], [2.502, -0.957, 7.660], [3.109, -0.070, 5.395], [1.515, -0.332, 3.507], [0.469, -1.471, 0.877], [3.295, -2.225, 1.830], [2.656, 0.158, -0.056], [4.490, -0.031, -2.015], [6.630, -1.066, -2.780], [7.974, -2.501, -1.246], [7.178, -2.831, 1.122], [5.148, -1.733, 1.903], [2.616, -3.332, 3.437], [3.724, -4.699, 1.947], [0.960, -5.918, 1.225], [0.960, -7.671, -0.368], [2.090, -9.593, -1.494], [4.561, -9.896, -1.264], [5.889, -8.234, 0.048], [4.750, -6.329, 1.184], [-0.351, 7.929, -1.684], [0.365, 6.710, -1.259], [1.491, 6.642, -0.465], [2.034, 5.312, -0.360], [1.356, 4.421, -1.160], [1.706, 2.891, -1.624], [2.968, 2.999, -2.653], [2.703, 3.383, -3.956], [3.752, 3.539, -4.869], [5.045, 3.287, -4.435], [6.212, 3.413, -5.378], [7.056, 4.425, -4.987], [6.954, 2.259, -5.395], [5.835, 3.672, -6.661], [5.319, 2.921, -3.123], [4.262, 2.788, -2.216], [1.806, 2.261, -0.282], [0.586, 1.688, -0.149], [-0.133, 1.686, -1.385], [-1.465, 1.299, -1.449], [-2.074, 0.920, -0.256], [-1.381, 0.943, 0.963], [-0.028, 1.294, 1.032], [0.560, 2.308, -2.354], [-0.086, 5.127, -1.810], [-0.009, 8.760, -1.060], [-0.126, 8.159, -2.734], [-1.432, 7.792, -1.575], [1.918, 7.526, -0.001], [2.899, 5.092, 0.255], [1.685, 3.593, -4.285], [3.546, 3.846, -5.891], [6.340, 2.736, -2.802], [4.473, 2.535, -1.176], [-1.969, 1.330, -2.413], [-3.115, 0.594, -0.277], [-1.901, 0.681, 1.887], [0.561, 1.278, 1.947]]}

{"formula": "C46H40Br3IN3O26", "method": "the ωB97M-V functional and the def2-TZVPD basis", "lumo_ev": -3.97, "charge": 1, "orbital_gap_ev": 6.56, "species": ["C", "C", "C", "I", "N", "C", "N", "Br", "C", "C", "Br", "C", "Br", "N", "C", "C", "C", "O", "O", "H", "H", "H", "H", "H", "H", "H", "H", "H", "H", "H", "H", "H", "H", "H", "H", "C", "C", "C", "O", "C", "C", "C", "O", "O", "O", "H", "H", "H", "H", "C", "C", "C", "O", "C", "C", "C", "O", "O", "O", "H", "H", "H", "H", "C", "C", "C", "O", "C", "C", "C", "O", "O", "O", "H", "H", "H", "H", "C", "C", "C", "O", "C", "C", "C", "O", "O", "O", "H", "H", "H", "H", "C", "C", "C", "O", "C", "C", "C", "O", "O", "O", "H", "H", "H", "H", "C", "C", "C", "O", "C", "C", "C", "O", "O", "O", "H", "H", "H", "H"], "positions_angstrom": [[10.631, 2.696, 1.454], [9.276, 3.409, 1.286], [8.125, 2.802, 2.092], [8.573, 2.744, 4.183], [7.830, 1.477, 1.550], [6.723, 0.817, 1.695], [6.428, -0.364, 1.062], [7.430, -0.774, -0.463], [6.232, -1.530, 1.961], [5.790, -1.041, 3.355], [7.350, -1.126, 4.512], [5.066, 0.301, 3.326], [4.869, 1.007, 5.130], [5.699, 1.358, 2.493], [4.709, 1.919, 1.500], [3.698, 2.844, 2.188], [2.336, 2.187, 2.282], [2.005, 1.473, 3.200], [1.572, 2.439, 1.214], [11.063, 2.467, 0.478], [10.550, 1.760, 2.013], [11.349, 3.321, 1.982], [9.351, 4.448, 1.607], [8.980, 3.375, 0.231], [7.242, 3.431, 2.008], [8.554, 1.071, 0.966], [5.467, -2.166, 1.510], [7.177, -2.064, 2.028], [5.077, -1.759, 3.760], [4.028, 0.141, 3.029], [5.284, 2.473, 0.752], [4.213, 1.102, 0.963], [4.029, 3.052, 3.207], [3.601, 3.790, 1.658], [0.632, 2.313, 1.461], [11.330, 2.507, 7.465], [12.585, 2.871, 7.770], [12.895, 4.157, 8.504], [14.066, 4.380, 8.739], [11.797, 5.029, 8.869], [10.544, 4.664, 8.562], [10.236, 3.371, 7.846], [9.060, 3.132, 7.621], [9.475, 5.390, 8.852], [13.652, 2.154, 7.466], [11.100, 1.588, 6.945], [12.027, 5.951, 9.382], [8.703, 4.889, 8.530], [14.423, 2.648, 7.813], [-3.242, 0.514, -1.618], [-2.142, 0.715, -0.883], [-2.146, 1.606, 0.335], [-1.086, 1.698, 0.947], [-3.356, 2.279, 0.715], [-4.464, 2.082, -0.020], [-4.473, 1.175, -1.230], [-5.524, 1.049, -1.824], [-5.624, 2.649, 0.244], [-0.966, 0.159, -1.148], [-3.258, -0.120, -2.495], [-3.340, 2.915, 1.587], [-6.255, 2.332, -0.433], [-0.353, 0.469, -0.456], [-2.369, -0.317, 3.634], [-2.044, -1.510, 4.152], [-2.923, -2.224, 5.153], [-2.532, -3.308, 5.543], [-4.148, -1.584, 5.581], [-4.474, -0.390, 5.064], [-3.606, 0.312, 4.045], [-4.010, 1.383, 3.628], [-5.572, 0.274, 5.388], [-0.939, -2.172, 3.845], [-1.739, 0.201, 2.924], [-4.765, -2.094, 6.307], [-5.561, 1.099, 4.865], [-0.973, -3.001, 4.365], [-9.329, -0.791, -4.437], [-8.133, -0.240, -4.188], [-6.841, -0.898, -4.612], [-5.814, -0.290, -4.360], [-6.896, -2.179, -5.275], [-8.093, -2.736, -5.524], [-9.390, -2.064, -5.126], [-10.420, -2.647, -5.406], [-8.250, -3.898, -6.127], [-7.967, 0.910, -3.553], [-10.259, -0.327, -4.140], [-5.965, -2.647, -5.561], [-9.211, -4.076, -6.186], [-7.001, 1.048, -3.478], [-2.471, 3.103, -8.318], [-2.064, 1.898, -7.898], [-2.859, 1.078, -6.908], [-2.399, -0.009, -6.605], [-4.093, 1.625, -6.384], [-4.498, 2.832, -6.803], [-3.715, 3.644, -7.806], [-4.181, 4.722, -8.126], [-5.609, 3.420, -6.383], [-0.945, 1.314, -8.301], [-1.910, 3.695, -9.027], [-4.651, 1.037, -5.668], [-5.659, 4.275, -6.854], [-0.914, 0.450, -7.844], [-8.511, -8.087, -6.266], [-8.302, -9.321, -5.783], [-9.204, -9.941, -4.741], [-8.929, -11.071, -4.383], [-10.318, -9.166, -4.235], [-10.525, -7.932, -4.717], [-9.634, -7.323, -5.774], [-9.921, -6.200, -6.150], [-11.513, -7.145, -4.321], [-7.306, -10.102, -6.164], [-7.873, -7.635, -7.012], [-10.950, -9.612, -3.481], [-11.433, -6.318, -4.835], [-7.403, -10.934, -5.659]]}

{"formula": "C46H40F2IrN2O3P2", "method": "the ωB97M-V functional and the def2-TZVPD basis", "s_squared": 0.781, "lumo_ev": [-0.70, -0.58], "charge": 0, "spin_multiplicity": 2, "orbital_gap_ev": [3.09, 3.29], "species": ["Ir", "C", "C", "C", "C", "C", "C", "C", "F", "C", "C", "C", "O", "C", "C", "N", "C", "C", "O", "O", "H", "H", "H", "H", "H", "H", "H", "H", "H", "H", "H", "N", "P", "C", "C", "C", "C", "C", "C", "C", "C", "C", "C", "C", "C", "P", "C", "C", "C", "C", "C", "C", "C", "C", "C", "C", "C", "C", "H", "H", "H", "H", "H", "H", "H", "H", "H", "H", "H", "H", "H", "H", "H", "H", "H", "H", "H", "H", "H", "C", "H", "H", "F", "C", "C", "C", "C", "C", "C", "C", "H", "H", "H", "H", "H", "H"], "positions_angstrom": [[0.956, -0.035, -0.163], [-1.074, 5.967, 4.111], [-2.260, 5.359, 3.354], [-3.487, 5.200, 4.253], [-3.205, 4.201, 5.369], [-2.623, 2.936, 4.799], [-2.719, 1.752, 5.531], [-2.251, 0.572, 4.987], [-2.356, -0.561, 5.721], [-1.702, 0.513, 3.728], [-1.581, 1.694, 2.978], [-0.976, 1.635, 1.667], [-0.709, 0.487, 1.161], [-0.732, 2.891, 1.039], [-1.207, 4.037, 1.607], [-1.886, 4.073, 2.786], [-2.032, 2.918, 3.531], [0.102, 3.025, -0.233], [-0.126, 3.981, -0.962], [1.012, 2.158, -0.417], [-1.376, 6.886, 4.609], [-0.265, 6.191, 3.418], [-0.702, 5.268, 4.856], [-2.520, 6.020, 2.518], [-4.330, 4.841, 3.655], [-3.755, 6.174, 4.664], [-4.130, 3.958, 5.894], [-2.526, 4.634, 6.110], [-3.158, 1.760, 6.516], [-1.340, -0.414, 3.315], [-1.062, 4.980, 1.099], [0.715, -1.338, -3.234], [1.641, -2.400, -2.290], [3.347, -1.984, -2.650], [3.809, -2.014, -3.974], [5.147, -1.816, -4.239], [6.046, -1.609, -3.200], [5.599, -1.622, -1.885], [4.264, -1.814, -1.605], [1.206, -4.039, -2.890], [0.669, -4.302, -4.157], [0.403, -5.602, -4.531], [0.674, -6.661, -3.675], [1.218, -6.406, -2.422], [1.491, -5.115, -2.036], [0.615, 0.278, -2.594], [-1.154, 0.649, -2.590], [-2.035, -0.233, -1.962], [-3.338, 0.147, -1.710], [-3.768, 1.421, -2.052], [-2.896, 2.306, -2.666], [-1.593, 1.928, -2.930], [1.226, 1.233, -4.018], [0.682, 1.093, -5.292], [1.170, 1.863, -6.331], [2.199, 2.766, -6.106], [2.747, 2.897, -4.840], [2.261, 2.131, -3.796], [-0.131, -1.724, -3.635], [3.103, -2.180, -4.776], [5.509, -1.834, -5.257], [7.090, -1.446, -3.410], [6.303, -1.489, -1.077], [3.914, -1.800, -0.584], [0.463, -3.491, -4.840], [-0.025, -5.806, -5.501], [0.466, -7.676, -3.978], [1.426, -7.226, -1.752], [1.931, -4.919, -1.069], [-1.681, -1.208, -1.645], [-4.015, -0.541, -1.223], [-4.778, 1.725, -1.827], [-3.224, 3.303, -2.920], [-0.903, 2.635, -3.366], [-0.125, 0.393, -5.464], [0.748, 1.766, -7.322], [2.570, 3.367, -6.923], [3.550, 3.599, -4.671], [2.657, 2.223, -2.796], [1.281, -2.186, -0.563], [0.319, -2.701, -0.417], [2.026, -2.751, -0.001], [-1.027, -4.522, 7.379], [-0.800, -3.964, 6.171], [-1.832, -3.925, 5.238], [-1.595, -3.378, 4.007], [-0.321, -2.837, 3.671], [-0.090, -2.268, 2.435], [0.698, -2.892, 4.663], [0.462, -3.453, 5.890], [-2.801, -4.318, 5.502], [-2.386, -3.327, 3.275], [0.845, -1.787, 2.202], [-0.854, -2.247, 1.680], [1.666, -2.472, 4.435], [1.236, -3.504, 6.641]]}